No. 1
C25H26FN2O2RuS2 | the ωB97M-V functional and the def2-TZVPD basis

```
! wB97M-V def2-TZVPD RIJCOSX def2/J DEFGRID3
* xyz 2 2
Ru -0.0956 0.2098 -0.4338
C 2.4762 -2.1562 -0.0953
C 1.5487 -1.3944 -0.9702
C 0.2608 -1.8721 -1.2788
C -0.6000 -1.1257 -2.1137
C -0.1651 0.0800 -2.7108
C 1.0673 0.6154 -2.3223
C 1.8858 -0.0846 -1.4109
H 2.9339 -1.4986 0.6423
H 3.2712 -2.5707 -0.7222
H 1.9736 -2.9755 0.4122
H -0.0670 -2.8197 -0.8743
H -1.5894 -1.5047 -2.3331
H -0.8209 0.6263 -3.3741
H 1.3760 1.5905 -2.6733
H 2.8039 0.3700 -1.0632
S -1.3638 -0.2478 2.0629
C -1.6805 1.5099 2.0370
N -1.5930 2.2375 3.0865
C -1.9895 3.6622 3.0355
C -1.8173 4.2256 1.6536
N -2.3934 3.3395 0.6326
C -2.9361 4.0227 -0.5629
C -4.1689 4.8032 -0.1865
C -5.3237 4.1230 0.1927
C -6.4591 4.8304 0.5508
C -6.4458 6.2205 0.5283
C -5.2998 6.9003 0.1459
C -4.1591 6.1920 -0.2096
C -2.1886 2.0702 0.7264
S -2.4535 0.9130 -0.5213
C -1.1786 1.7297 4.4266
C -2.0990 2.2444 5.4964
C -3.4163 1.7929 5.5438
C -4.2761 2.2677 6.5198
C -3.8197 3.1889 7.4558
C -2.5061 3.6317 7.4174
C -1.6447 3.1620 6.4353
H -1.3703 4.2092 3.7437
H -3.0220 3.7163 3.3836
H -0.7631 4.3507 1.3946
H -2.3246 5.1864 1.5971
H -3.1449 3.2662 -1.3133
H -2.1454 4.6807 -0.9286
H -5.3428 3.0376 0.1887
H -7.3593 4.3019 0.8340
H -7.3350 6.7727 0.8000
H -5.2933 7.9813 0.1164
H -3.2680 6.7250 -0.5226
H -0.1518 2.0695 4.5728
H -1.1713 0.6429 4.3817
H -3.7675 1.0545 4.8294
H -5.2960 1.9106 6.5622
H -4.4892 3.5526 8.2234
H -2.1485 4.3373 8.1547
H -0.6146 3.4995 6.4130
F 0.0678 2.1004 0.1487
O 0.9525 0.0685 1.2885
O 0.1848 -0.2847 2.4835
*
```

For the HOMO energy (spin up / spin down), the calculation gives -14.27 / -14.28 eV. Its orbital gap (spin up / spin down) is 6.550 / 5.966 eV. For the energy relative to the best compared isomer or geometry (same formula, charge and spin), the calculation gives 21.12 kcal/mol.

For each atom in turn, the Mulliken charge in e is: number 1, Ru, carries 0.633; number 2, C, carries -1.582; number 3, C, carries 1.293; number 4, C, carries -0.502; number 5, C, carries -0.716; number 6, C, carries -0.513; number 7, C, carries -0.079; number 8, C, carries -0.636; number 9, H, carries 0.317; number 10, H, carries 0.373; number 11, H, carries 0.438; number 12, H, carries 0.544; number 13, H, carries 0.489; number 14, H, carries 0.455; number 15, H, carries 0.546; number 16, H, carries 0.490; number 17, S, carries 0.152; number 18, C, carries 0.831; number 19, N, carries 0.046; number 20, C, carries -0.668; number 21, C, carries -0.981; number 22, N, carries 0.328; number 23, C, carries -1.218; number 24, C, carries 0.530; number 25, C, carries -0.293; number 26, C, carries -0.736; number 27, C, carries -0.453; number 28, C, carries -0.652; number 29, C, carries -0.277; number 30, C, carries 0.318; number 31, S, carries -0.295; number 32, C, carries -0.709; number 33, C, carries 0.197; number 34, C, carries -0.147; number 35, C, carries -0.697; number 36, C, carries -0.452; number 37, C, carries -0.728; number 38, C, carries -0.315; number 39, H, carries 0.509; number 40, H, carries 0.433; number 41, H, carries 0.343; number 42, H, carries 0.526; number 43, H, carries 0.568; number 44, H, carries 0.390; number 45, H, carries 0.419; number 46, H, carries 0.428; number 47, H, carries 0.409; number 48, H, carries 0.408; number 49, H, carries 0.416; number 50, H, carries 0.415; number 51, H, carries 0.491; number 52, H, carries 0.407; number 53, H, carries 0.430; number 54, H, carries 0.410; number 55, H, carries 0.415; number 56, H, carries 0.440; number 57, F, carries -0.598; number 58, O, carries -0.373; number 59, O, carries -0.218



No. 2
C20H46O5P | the ωB97M-V functional and the def2-TZVPD basis

```
! wB97M-V def2-TZVPD RIJCOSX def2/J DEFGRID3
* xyz 1 1
C -3.3998 -2.8596 2.4481
C -3.2203 -1.4195 2.9401
C -1.7878 -0.9284 2.9975
O -1.2371 -0.5569 1.7255
C -0.7808 -1.6201 0.9454
P 0.1718 -0.7913 -0.3674
C 1.1797 0.5177 0.2873
C 2.5683 0.1002 0.7657
C 2.6479 -1.1194 1.7036
C 3.8061 -2.0792 1.3881
C 3.3934 -3.3621 0.6742
O 3.3856 -3.3108 -0.7388
C 4.6541 -3.0838 -1.3363
C 4.7052 -1.7395 -2.0757
C -1.0939 -0.0338 -1.4766
O -1.0028 1.3551 -1.4798
C -0.6243 1.9238 -2.7444
C 0.7486 1.4915 -3.2700
O 1.0804 -1.7834 -1.1786
C 0.7018 -3.1836 -1.3352
C -0.4636 -3.3866 -2.2735
H -3.4433 -2.9181 1.3615
H -4.3311 -3.2743 2.8205
H -2.5733 -3.4840 2.7852
H -3.5977 -1.3612 3.9597
H -3.7823 -0.7299 2.3127
H -1.7508 -0.0184 3.5905
H -1.1340 -1.6625 3.4769
H -1.5893 -2.1874 0.4728
H -0.1745 -2.3370 1.5071
H 0.5871 1.0342 1.0396
H 1.2867 1.2138 -0.5438
H 2.9702 0.9595 1.2989
H 3.2218 -0.0564 -0.0895
H 2.7826 -0.7478 2.7170
H 1.7193 -1.6916 1.7100
H 4.2660 -2.3769 2.3298
H 4.5766 -1.5358 0.8417
H 2.3629 -3.5891 0.9550
H 3.9960 -4.2075 1.0140
H 5.4370 -3.1246 -0.5787
H 4.8544 -3.8944 -2.0339
H 3.7745 -1.2091 -1.8798
H 4.7488 -1.9009 -3.1489
H 5.5476 -1.1353 -1.7548
H -0.9656 -0.4773 -2.4658
H -2.0742 -0.3487 -1.1089
H -1.4092 1.6998 -3.4669
H -0.6206 2.9944 -2.5690
H 1.4673 2.2975 -3.1599
H 0.6827 1.2250 -4.3211
H 1.1466 0.6179 -2.7558
H 0.5331 -3.6374 -0.3603
H 1.5896 -3.6570 -1.7421
H -0.3166 -2.8240 -3.1923
H -0.4878 -4.4394 -2.5458
H -1.4277 -3.1357 -1.8333
C -3.4392 6.6011 1.4066
C -2.5807 6.2805 0.1963
O -1.6525 5.2270 0.4057
C -2.2022 3.9719 0.7492
C -3.1324 3.3904 -0.2996
H -2.8132 6.8524 2.2633
H -4.0854 7.4508 1.1873
H -4.0799 5.7651 1.6909
H -1.9688 7.1452 -0.0580
H -3.2094 6.0701 -0.6763
H -2.7010 4.0186 1.7244
H -1.3398 3.3123 0.8679
H -4.0244 3.9995 -0.4510
H -3.4582 2.3947 0.0052
H -2.6180 3.3098 -1.2534
*
```

For the HOMO energy, the calculation gives -11.52 eV. Its orbital gap is 9.588 eV.

For each atom in turn, the Mulliken charge in e is: number 1, C, carries -1.102; number 2, C, carries -0.432; number 3, C, carries -0.570; number 4, O, carries -0.410; number 5, C, carries -0.997; number 6, P, carries 0.910; number 7, C, carries -0.888; number 8, C, carries -1.093; number 9, C, carries -0.038; number 10, C, carries -0.787; number 11, C, carries -0.734; number 12, O, carries -0.322; number 13, C, carries -0.570; number 14, C, carries -0.609; number 15, C, carries -0.931; number 16, O, carries -0.284; number 17, C, carries -0.474; number 18, C, carries -0.660; number 19, O, carries -0.196; number 20, C, carries -0.333; number 21, C, carries -1.411; number 22, H, carries 0.249; number 23, H, carries 0.384; number 24, H, carries 0.287; number 25, H, carries 0.469; number 26, H, carries 0.215; number 27, H, carries 0.350; number 28, H, carries 0.411; number 29, H, carries 0.246; number 30, H, carries 0.706; number 31, H, carries 0.505; number 32, H, carries 0.353; number 33, H, carries 0.551; number 34, H, carries 0.416; number 35, H, carries 0.615; number 36, H, carries -0.279; number 37, H, carries 0.310; number 38, H, carries 0.507; number 39, H, carries 0.282; number 40, H, carries 0.439; number 41, H, carries 0.397; number 42, H, carries 0.493; number 43, H, carries -0.058; number 44, H, carries 0.316; number 45, H, carries 0.312; number 46, H, carries 0.548; number 47, H, carries 0.502; number 48, H, carries 0.465; number 49, H, carries 0.382; number 50, H, carries 0.336; number 51, H, carries 0.287; number 52, H, carries -0.008; number 53, H, carries 0.287; number 54, H, carries 0.561; number 55, H, carries 0.294; number 56, H, carries 0.487; number 57, H, carries 0.300; number 58, C, carries -1.021; number 59, C, carries -0.324; number 60, O, carries -0.451; number 61, C, carries 0.071; number 62, C, carries -0.968; number 63, H, carries 0.287; number 64, H, carries 0.391; number 65, H, carries 0.255; number 66, H, carries 0.350; number 67, H, carries 0.289; number 68, H, carries 0.311; number 69, H, carries -0.086; number 70, H, carries 0.413; number 71, H, carries 0.305; number 72, H, carries 0.191



No. 3
C7H14 | the ωB97M-V functional and the def2-TZVPD basis

```
! wB97M-V def2-TZVPD RIJCOSX def2/J DEFGRID3
* xyz 0 1
C -1.3456 1.3404 -0.2265
C -1.2216 -0.1514 0.2020
C -2.3252 -0.9779 -0.4729
C 0.1554 -0.8902 0.0723
C 1.3236 0.0238 0.3529
C 2.7800 -0.2425 0.0723
C 2.0151 0.7524 -0.7569
H -0.7878 1.6270 -1.1248
H -2.4008 1.5738 -0.4315
H -1.0469 2.0336 0.5695
H -1.4256 -0.1414 1.2806
H -3.3124 -0.7686 -0.0440
H -2.3899 -0.7634 -1.5475
H -2.1323 -2.0489 -0.3578
H 0.1646 -1.7318 0.7874
H 0.2752 -1.3735 -0.9108
H 1.1727 0.6363 1.2409
H 3.4911 0.1307 0.8058
H 3.1061 -1.1557 -0.4212
H 1.7836 0.4428 -1.7743
H 2.1767 1.8165 -0.6286
*
```

For the HOMO energy, the calculation gives -10.06 eV. Its orbital gap is 11.265 eV. The SMILES is CC(C)CC1CC1. For the energy relative to the best compared isomer or geometry (same formula, charge and spin), the calculation gives 25.47 kcal/mol.

For each atom in turn, the Mulliken charge in e is: number 1, C, carries -1.386; number 2, C, carries 0.849; number 3, C, carries -1.584; number 4, C, carries -0.943; number 5, C, carries 0.005; number 6, C, carries -0.623; number 7, C, carries -0.674; number 8, H, carries 0.295; number 9, H, carries 0.400; number 10, H, carries 0.357; number 11, H, carries 0.116; number 12, H, carries 0.405; number 13, H, carries 0.360; number 14, H, carries 0.398; number 15, H, carries 0.300; number 16, H, carries 0.341; number 17, H, carries 0.366; number 18, H, carries 0.243; number 19, H, carries 0.254; number 20, H, carries 0.270; number 21, H, carries 0.250



No. 4
C53H41BrF9N3O2PY | the ωB97M-V functional and the def2-TZVPD basis

```
! wB97M-V def2-TZVPD RIJCOSX def2/J DEFGRID3
* xyz 2 1
Y -0.3702 0.2972 0.4333
C -2.2635 2.9225 2.6096
C -2.3330 1.4482 2.3410
C -3.3289 0.9215 1.5136
C -3.4425 -0.4431 1.2852
C -4.5375 -0.9838 0.4197
C -2.5343 -1.3084 1.9139
C -1.5545 -0.8321 2.7785
C -0.7107 -1.7730 3.5912
C -1.4454 0.5611 2.9557
H -3.0892 3.2173 3.2582
H -2.3572 3.4942 1.6867
H -1.3363 3.1996 3.1095
H -4.0253 1.6002 1.0391
H -5.4452 -1.1182 1.0097
H -4.2769 -1.9519 -0.0057
H -4.7659 -0.2976 -0.3926
H -2.6470 -2.3786 1.7870
H -1.2126 -1.9787 4.5373
H 0.2628 -1.3453 3.8326
H -0.5621 -2.7255 3.0861
H -0.7385 0.9440 3.6819
Br -8.2596 -3.5404 -0.8056
C -7.1328 -2.9629 -2.2031
C -6.8890 -1.6021 -2.3589
C -6.0314 -1.1666 -3.3506
C -5.4499 -2.0949 -4.2097
C -5.7668 -3.4462 -4.1014
C -6.5816 -3.8924 -3.0763
N -4.6258 -1.7612 -5.3287
N -3.7527 -0.9087 -5.2828
C -3.2832 -0.3465 -4.0574
C -3.3012 1.0171 -3.9001
C -2.7609 1.6260 -2.7564
C -2.1259 0.8765 -1.7892
O -1.6154 1.4143 -0.6671
C -2.0007 -0.5324 -1.9931
N -1.2675 -1.2488 -1.0765
C -1.1739 -2.5592 -1.2124
C -1.7473 -3.2576 -2.2810
C -2.4333 -2.5539 -3.2344
C -2.5982 -1.1578 -3.1074
H -7.3829 -0.8926 -1.7125
H -5.8694 -0.1083 -3.4864
H -5.3621 -4.1371 -4.8249
H -6.8089 -4.9424 -2.9708
H -3.7675 1.6242 -4.6638
H -2.8340 2.6940 -2.6220
H -0.5934 -3.0877 -0.4647
H -1.6196 -4.3251 -2.3512
H -2.8425 -3.0673 -4.0924
F 5.8063 1.7761 7.1910
C 4.8434 0.8589 7.3330
F 5.4261 -0.2709 7.7497
F 4.0262 1.2751 8.3003
C 4.1141 0.6383 6.0242
C 4.8410 0.1592 4.9366
C 4.2111 -0.0430 3.7274
C 2.8466 0.2279 3.5997
C 2.1295 0.7000 4.6901
C 2.7627 0.9110 5.9078
P 2.0488 0.0114 1.9843
C 3.0755 1.0930 0.9253
C 2.7797 2.4548 0.9837
C 3.4558 3.3536 0.1794
C 4.4293 2.8857 -0.6949
C 4.7647 1.5391 -0.7258
C 4.0903 0.6430 0.0878
C 5.0634 3.8402 -1.6794
F 6.2688 3.4333 -2.0723
F 4.2948 3.9293 -2.7866
F 5.1807 5.0708 -1.1833
C 2.3683 -1.6911 1.4365
C 2.2131 -2.0003 0.0811
C 2.2433 -3.3167 -0.3429
C 2.4092 -4.3365 0.5866
C 2.5705 -4.0417 1.9317
C 2.5457 -2.7224 2.3570
C 2.4159 -5.7660 0.0940
F 2.2526 -6.6410 1.0824
F 3.5571 -6.0582 -0.5326
F 1.4197 -5.9611 -0.7873
H 5.8957 -0.0503 5.0434
H 4.7814 -0.4093 2.8839
H 1.0759 0.9112 4.6059
H 2.2077 1.2806 6.7569
H 2.0172 2.8214 1.6650
H 3.2247 4.4082 0.2178
H 5.5469 1.1934 -1.3858
H 4.3474 -0.4050 0.0482
H 2.1030 -1.2108 -0.6534
H 2.1430 -3.5538 -1.3921
H 2.7109 -4.8388 2.6463
H 2.6744 -2.5006 3.4089
C 2.3185 0.7811 -3.2589
C 1.4538 1.4625 -2.2451
O 1.1137 0.8110 -1.2351
C 1.0429 2.8453 -2.4489
C 1.1425 3.4277 -3.7208
C 0.7695 4.7447 -3.9134
C 0.3285 5.5018 -2.8366
C 0.2433 4.9406 -1.5662
C 0.5894 3.6187 -1.3759
H 2.6602 -0.1729 -2.8709
H 3.1692 1.4063 -3.5259
H 1.7456 0.6052 -4.1698
H 1.4945 2.8544 -4.5632
H 0.8313 5.1838 -4.8977
H 0.0601 6.5367 -2.9839
H -0.0849 5.5409 -0.7325
H 0.5308 3.1849 -0.3759
*
```

For the HOMO energy, the calculation gives -12.40 eV. Its orbital gap is 6.572 eV.

Atom charges from the Mulliken analysis, given in e for atoms 1 to 99: number 1, Y, carries -0.051; number 2, C, carries -1.904; number 3, C, carries 1.033; number 4, C, carries -0.329; number 5, C, carries 1.074; number 6, C, carries -1.923; number 7, C, carries -0.640; number 8, C, carries 0.890; number 9, C, carries -1.641; number 10, C, carries -0.919; number 11, H, carries 0.410; number 12, H, carries 0.356; number 13, H, carries 0.394; number 14, H, carries 0.443; number 15, H, carries 0.556; number 16, H, carries 0.356; number 17, H, carries 0.308; number 18, H, carries 0.609; number 19, H, carries 0.444; number 20, H, carries 0.297; number 21, H, carries 0.381; number 22, H, carries 0.497; number 23, Br, carries -0.127; number 24, C, carries 0.038; number 25, C, carries -0.589; number 26, C, carries -0.109; number 27, C, carries -0.001; number 28, C, carries -0.218; number 29, C, carries -0.589; number 30, N, carries -0.397; number 31, N, carries -0.470; number 32, C, carries 0.331; number 33, C, carries -0.712; number 34, C, carries -0.473; number 35, C, carries 0.494; number 36, O, carries -0.212; number 37, C, carries 0.020; number 38, N, carries 0.853; number 39, C, carries -0.593; number 40, C, carries -2.071; number 41, C, carries -0.629; number 42, C, carries 0.851; number 43, H, carries 0.511; number 44, H, carries 0.560; number 45, H, carries 0.542; number 46, H, carries 0.477; number 47, H, carries 0.566; number 48, H, carries 0.625; number 49, H, carries 0.831; number 50, H, carries 0.566; number 51, H, carries 0.704; number 52, F, carries -0.244; number 53, C, carries 0.702; number 54, F, carries -0.244; number 55, F, carries -0.276; number 56, C, carries 0.193; number 57, C, carries -1.116; number 58, C, carries -0.771; number 59, C, carries 0.557; number 60, C, carries -0.148; number 61, C, carries -0.799; number 62, P, carries 1.537; number 63, C, carries 0.873; number 64, C, carries -0.864; number 65, C, carries -0.964; number 66, C, carries 0.193; number 67, C, carries -1.206; number 68, C, carries -0.220; number 69, C, carries 0.754; number 70, F, carries -0.276; number 71, F, carries -0.199; number 72, F, carries -0.267; number 73, C, carries 0.146; number 74, C, carries 0.085; number 75, C, carries -1.491; number 76, C, carries 0.373; number 77, C, carries -1.112; number 78, C, carries -0.915; number 79, C, carries 0.794; number 80, F, carries -0.276; number 81, F, carries -0.248; number 82, F, carries -0.244; number 83, H, carries 0.442; number 84, H, carries 0.499; number 85, H, carries 0.254; number 86, H, carries 0.554; number 87, H, carries 0.597; number 88, H, carries 0.556; number 89, H, carries 0.525; number 90, H, carries 0.563; number 91, H, carries 0.223; number 92, H, carries 0.552; number 93, H, carries 0.544; number 94, H, carries 0.545; number 95, C, carries -2.212; number 96, C, carries 0.085; number 97, O, carries 0.590; number 98, C, carries 1.661; number 99, C, carries -0.815